Entry from OMol25: a 2-piece molecular cluster, C4H14N3O overall in a non-equilibrium geometry (ωB97M-V/def2-TZVPD).

Summary:
HOMO energy (alpha / beta), hartree: -0.6671 / -0.6511
Frontier orbital gap (alpha / beta), Eh: 0.413 / 0.140
Total energy, eV: -10872.6690
Energy above the lowest of the compared OMol25 structures with the same formula, charge and spin, kcal per mole: 62.3

Geometry as ORCA input:
```
! RIJCOSX wB97M-V def2-TZVPD def2/J DEFGRID3
* xyz 2 2
C -1.313 2.991 -0.365
O -1.727 1.600 -0.579
H -2.480 1.693 -1.204
H -1.772 3.431 0.498
H -1.534 3.438 -1.347
H -0.231 2.910 -0.200
C 0.764 -0.144 -0.751
C -0.164 -0.414 -1.952
C 0.800 -1.482 1.358
N 0.900 -1.391 0.023
N 0.236 -0.604 2.145
N 1.451 -2.567 1.852
H 1.796 0.100 -1.003
H 0.377 0.716 -0.181
H 0.278 -0.039 -2.912
H -1.165 0.053 -1.871
H 1.081 -2.150 -0.615
H -0.149 0.282 1.866
H 0.224 -0.706 3.151
H 1.729 -3.385 1.327
H 1.206 -2.832 2.802
H -0.305 -1.500 -2.040
*
```

Results of the Mulliken charge analysis, in e, for atoms 1 through 2: C -0.47; O -0.22

Entry from OMol25: C4H14N3OSi as an isolated structure in a non-equilibrium geometry (ωB97M-V/def2-TZVPD).

Summary:
HOMO energy, hartree: -0.5321
Frontier orbital gap, Eh: 0.371
Total energy, eV: -18763.6490
Energy above the lowest of the compared OMol25 structures with the same formula, charge and spin, kcal per mole: 57.0

Geometry as ORCA input:
```
! RIJCOSX wB97M-V def2-TZVPD def2/J DEFGRID3
* xyz 1 1
C 2.644 0.267 -0.386
C -2.496 -1.086 -1.106
C -0.308 -1.528 1.409
C -1.745 1.309 0.848
N 3.655 0.992 0.168
N 1.505 1.108 -0.500
N 0.139 0.108 -1.097
O 2.640 -0.860 -0.831
Si -1.257 -0.408 0.156
H -2.174 -2.001 -1.700
H -3.458 -1.238 -0.606
H -2.828 -0.396 -1.858
H 0.446 -1.981 0.788
H 0.119 -0.973 2.237
H -0.961 -2.165 1.822
H -2.019 1.250 1.902
H -0.933 2.034 0.655
H -2.736 1.536 0.357
H 3.566 2.044 0.114
H 4.615 0.674 0.581
H 1.157 1.555 0.347
H -0.228 0.519 -2.013
H 0.657 -0.759 -1.288
*
```

Results of the Mulliken charge analysis, in e, for atoms 1 through 2: C 0.64; C -1.10

Entry from OMol25: a 2-piece molecular cluster, C4H14N3S overall in a non-equilibrium geometry (ωB97M-V/def2-TZVPD).

Summary:
HOMO energy, hartree: -0.4000
Frontier orbital gap, Eh: 0.268
Total energy, eV: -19673.5170
Energy above the lowest of the compared OMol25 structures with the same formula, charge and spin, kcal per mole: 49.0

Geometry as ORCA input:
```
! RIJCOSX wB97M-V def2-TZVPD def2/J DEFGRID3
* xyz 1 1
C -0.444 -0.132 -3.311
C 0.406 -2.766 -3.201
S -0.214 -1.558 -4.390
H -1.412 0.345 -3.258
H -0.096 -0.284 -2.269
H 0.261 0.691 -3.521
H -0.391 -3.086 -2.512
H 1.216 -2.442 -2.536
H 0.739 -3.572 -3.859
C -1.292 1.283 3.234
C 0.567 0.922 1.830
N 0.038 1.715 2.834
N 0.675 -0.368 2.072
N 0.998 1.458 0.679
H 0.065 2.700 2.627
H 0.174 -0.734 2.863
H 1.213 -0.966 1.455
H 1.521 2.324 0.706
H 1.031 0.802 -0.088
H -2.192 1.091 2.648
H -1.641 2.040 3.969
H -1.222 0.537 4.029
*
```

Results of the Mulliken charge analysis, in e, for atoms 1 through 2: C -0.61; C -0.79

Entry from OMol25: C4H14N3Sn as an isolated structure in a non-equilibrium geometry (ωB97M-V/def2-TZVPD).

Summary:
HOMO energy (alpha / beta), hartree: -0.0128 / 0.0404
Frontier orbital gap (alpha / beta), Eh: 0.133 / 0.078
Total energy, eV: -14670.1979
Energy above the lowest of the compared OMol25 structures with the same formula, charge and spin, kcal per mole: 33.8

Geometry as ORCA input:
```
! RIJCOSX wB97M-V def2-TZVPD def2/J DEFGRID3
* xyz -1 1
C 0.289 1.686 -1.719
Sn 0.527 -0.201 -0.754
N -0.978 -1.256 1.122
H 2.071 -0.996 -0.582
H -0.359 -1.501 1.897
H -0.434 -1.531 -1.332
H 0.226 1.436 -2.749
H 1.109 2.400 -1.603
H -0.618 2.179 -1.342
H -1.614 -0.512 1.363
H -1.401 -2.057 0.670
C 2.323 2.076 4.160
N 1.203 2.398 3.262
C 0.291 3.473 3.681
C 0.964 1.694 2.193
N 0.873 1.048 1.210
H 2.257 2.711 5.060
H 3.282 2.249 3.666
H 2.283 1.026 4.458
H 0.299 4.290 2.956
H -0.732 3.099 3.743
H 0.602 3.858 4.668
*
```

Results of the Mulliken charge analysis, in e, for atoms 1 through 2: C -1.27; Sn 0.42

Entry from OMol25: a 3-piece molecular cluster, C4H14NO overall in a non-equilibrium geometry (ωB97M-V/def2-TZVPD).

Summary:
HOMO energy (alpha / beta), hartree: -0.1660 / -0.3387
Frontier orbital gap (alpha / beta), Eh: 0.184 / 0.356
Total energy, eV: -7908.9541
Energy above the lowest of the compared OMol25 structures with the same formula, charge and spin, kcal per mole: 46.7

Geometry as ORCA input:
```
! RIJCOSX wB97M-V def2-TZVPD def2/J DEFGRID3
* xyz 0 2
C -1.474 -1.340 0.794
C -1.176 0.103 0.786
N 0.624 0.213 -0.261
C 1.540 1.087 0.465
C -1.860 1.157 -0.035
H -1.413 -1.703 1.837
H -0.846 -2.066 0.230
H -2.564 -1.525 0.712
H -0.821 0.581 1.697
H 1.092 -0.691 -0.411
H 0.462 0.646 -1.173
H 2.087 0.517 1.235
H 2.261 1.620 -0.170
H 1.186 1.887 1.101
H -2.764 1.579 0.451
H -2.199 0.622 -0.922
H -1.217 1.991 -0.313
H 1.971 -1.847 -2.619
H 2.993 -1.217 -1.705
O 2.118 -1.613 -1.699
*
```

Results of the Mulliken charge analysis, in e, for atoms 1 through 2: C -1.01; C 0.12

Entry from OMol25: a 2-piece molecular cluster, C4H14NO overall in a non-equilibrium geometry (ωB97M-V/def2-TZVPD).

Summary:
HOMO energy, hartree: -0.5471
Frontier orbital gap, Eh: 0.426
Total energy, eV: -7906.4447
Energy above the lowest of the compared OMol25 structures with the same formula, charge and spin, kcal per mole: 11.8

Geometry as ORCA input:
```
! RIJCOSX wB97M-V def2-TZVPD def2/J DEFGRID3
* xyz 1 1
C -1.322 2.371 -0.428
N -1.326 1.661 0.890
H -2.029 3.192 -0.380
H -0.312 2.728 -0.606
H -1.580 1.662 -1.208
H -2.237 1.262 1.120
H -1.066 2.287 1.656
H -0.612 0.866 0.902
C -0.310 -2.050 -0.180
C 0.651 -0.881 -0.244
C 2.072 -1.297 -0.561
O 0.617 -0.181 1.054
H -1.326 -1.735 0.061
H 0.008 -2.748 0.595
H -0.314 -2.574 -1.135
H 0.312 -0.151 -0.987
H 2.108 -1.768 -1.541
H 2.419 -2.003 0.195
H 2.739 -0.434 -0.595
H 1.508 -0.207 1.394
*
```

Results of the Mulliken charge analysis, in e, for atoms 1 through 2: C -0.80; N -0.18

Entry from OMol25: a 2-piece molecular cluster, C4H14NO overall in a non-equilibrium geometry (ωB97M-V/def2-TZVPD).

Summary:
HOMO energy (alpha / beta), hartree: -0.7928 / -0.8001
Frontier orbital gap (alpha / beta), Eh: 0.528 / 0.303
Total energy, eV: -7892.1016
Energy above the lowest of the compared OMol25 structures with the same formula, charge and spin, kcal per mole: 0.0

Geometry as ORCA input:
```
! RIJCOSX wB97M-V def2-TZVPD def2/J DEFGRID3
* xyz 2 2
C 1.452 -0.716 -0.899
C 1.352 0.758 -0.473
C 0.436 1.128 0.695
O 1.122 1.515 -1.624
H 2.281 -0.841 -1.596
H 0.548 -1.045 -1.418
H 1.634 -1.374 -0.048
H 2.389 1.042 -0.130
H 0.592 0.405 1.499
H -0.628 1.145 0.457
H 0.725 2.101 1.096
H 0.476 2.223 -1.381
C -2.449 -0.725 1.316
N -1.430 -1.647 0.707
H -2.592 0.110 0.637
H -3.377 -1.291 1.371
H -2.133 -0.362 2.287
H -0.539 -1.174 0.534
H -1.762 -1.984 -0.198
H -1.267 -2.482 1.275
*
```

Results of the Mulliken charge analysis, in e, for atoms 1 through 2: C -1.49; C 1.10

Entry from OMol25: a 2-piece molecular cluster, C4H14NO2 overall in a non-equilibrium geometry (ωB97M-V/def2-TZVPD).

Summary:
HOMO energy (alpha / beta), hartree: -0.1174 / -0.3819
Frontier orbital gap (alpha / beta), Eh: 0.142 / 0.394
Total energy, eV: -9956.5606
Energy above the lowest of the compared OMol25 structures with the same formula, charge and spin, kcal per mole: 35.3

Geometry as ORCA input:
```
! RIJCOSX wB97M-V def2-TZVPD def2/J DEFGRID3
* xyz 0 2
C -0.366 -1.484 -0.281
C -1.009 -0.200 -0.741
C -0.664 1.085 0.026
C -0.710 0.992 1.556
O -1.973 0.430 1.959
N 1.179 -1.363 -0.300
H -0.581 -1.867 0.711
H -0.490 -2.237 -1.062
H -2.093 -0.360 -0.743
H -0.829 0.008 -1.795
H 0.381 1.364 -0.172
H -1.279 1.843 -0.463
H -0.700 2.028 1.905
H 0.101 0.382 1.941
H -2.637 0.778 1.360
H 1.536 -1.034 0.625
H 1.518 -2.328 -0.535
H 1.477 -0.745 -1.075
H 2.329 0.867 -2.547
H 3.432 1.140 -1.591
O 2.701 0.515 -1.726
*
```

Results of the Mulliken charge analysis, in e, for atoms 1 through 2: C -1.58; C -0.74

Entry from OMol25: a 3-piece molecular cluster, C4H14NO2 overall in a non-equilibrium geometry (ωB97M-V/def2-TZVPD).

Summary:
HOMO energy (alpha / beta), hartree: -0.1148 / -0.3439
Frontier orbital gap (alpha / beta), Eh: 0.142 / 0.360
Total energy, eV: -9955.3322
Energy above the lowest of the compared OMol25 structures with the same formula, charge and spin, kcal per mole: 63.6

Geometry as ORCA input:
```
! RIJCOSX wB97M-V def2-TZVPD def2/J DEFGRID3
* xyz 0 2
C -2.741 -1.501 -0.713
C -1.505 -0.686 -1.140
C -0.365 -0.675 -0.224
C 0.235 -1.693 0.424
N 0.244 0.732 -0.079
H -3.699 -1.040 -1.061
H -2.704 -2.497 -1.155
H -2.892 -1.307 0.366
H -1.272 -1.046 -2.141
H -1.809 0.262 -1.601
H -0.247 -2.659 0.507
H 1.284 -1.542 0.718
H 1.305 0.593 0.026
H -0.225 1.378 0.711
H 0.190 1.197 -0.983
H 2.373 2.849 0.040
H 3.216 1.959 -0.757
O 2.281 2.053 -0.510
H 2.869 1.067 2.608
H 1.456 1.516 2.802
O 2.006 1.041 2.161
*
```

Results of the Mulliken charge analysis, in e, for atoms 1 through 2: C -1.26; C -0.16

Entry from OMol25: a 2-piece molecular cluster, C4H14NO2 overall in a non-equilibrium geometry (ωB97M-V/def2-TZVPD).

Summary:
HOMO energy, hartree: -0.5022
Frontier orbital gap, Eh: 0.376
Total energy, eV: -9953.6555
Energy above the lowest of the compared OMol25 structures with the same formula, charge and spin, kcal per mole: 25.5

Geometry as ORCA input:
```
! RIJCOSX wB97M-V def2-TZVPD def2/J DEFGRID3
* xyz 1 1
C 1.428 -0.199 0.154
C 0.643 0.668 -0.804
C -0.772 0.154 -1.141
C -0.771 -1.311 -1.522
O 0.235 -1.672 -2.445
N 0.869 -0.025 1.546
H 1.384 -1.249 -0.106
H 2.482 0.064 0.199
H 1.208 0.702 -1.727
H 0.621 1.690 -0.454
H -1.527 0.408 -0.387
H -1.049 0.813 -1.972
H -1.714 -1.546 -2.012
H -0.730 -1.956 -0.650
H 0.420 -0.910 -3.008
H -0.120 0.277 1.554
H 0.903 -0.820 2.177
H 1.326 0.747 2.043
H -1.504 2.142 3.104
H -1.975 0.670 2.882
O -1.357 1.353 2.570
*
```

Results of the Mulliken charge analysis, in e, for atoms 1 through 2: C -0.68; C -0.72

Entry from OMol25: a 2-piece molecular cluster, C4H14NO2 overall in a non-equilibrium geometry (ωB97M-V/def2-TZVPD).

Summary:
HOMO energy, hartree: -0.5434
Frontier orbital gap, Eh: 0.421
Total energy, eV: -9952.6140
Energy above the lowest of the compared OMol25 structures with the same formula, charge and spin, kcal per mole: 49.5

Geometry as ORCA input:
```
! RIJCOSX wB97M-V def2-TZVPD def2/J DEFGRID3
* xyz 1 1
C 1.092 0.905 -1.009
O 2.169 0.247 -0.376
C -0.174 0.359 -0.264
C -1.465 0.212 -1.227
C -2.759 0.502 -0.456
N 0.208 -0.896 0.459
H 1.258 2.012 -0.919
H 1.102 0.571 -2.093
H 2.919 0.243 -0.973
H -0.588 1.059 0.595
H -1.318 0.928 -2.075
H -1.292 -0.760 -1.682
H -2.649 0.088 0.580
H -2.934 1.610 -0.348
H -3.557 0.207 -1.105
H 0.926 -1.362 0.000
H -0.621 -1.426 0.571
H 0.366 -0.721 1.489
H 1.744 -1.311 3.360
H 3.210 -0.938 2.834
O 2.364 -1.531 2.641
*
```

Results of the Mulliken charge analysis, in e, for atoms 1 through 2: C -0.59; O -0.53